Record 1
Molecular formula: C65H78BF10N9SbY
Method: DFT, ωB97M-V with the def2-TZVPD basis set

Output
Electronic energy: -117518.407 eV
Highest occupied orbital energy: -7.244 eV
HOMO-LUMO gap: 7.7 eV
Energy relative to the best compared isomer or geometry (same formula, charge and spin): 64.6 kJ/mol

Last column: Löwdin charge in e.
Geometry (Å):
Y -1.42876 -0.67101 -0.37721  1.6268
C -1.41804 -2.66935 2.67403  -0.0843
N -2.34024 -1.71085 2.05511  -0.2417
C -3.71553 -2.26545 1.95043  -0.1729
C -4.19377 -2.31735 0.50750  -0.2268
N -3.78530 -1.16426 -0.28599  -0.1038
C -4.80284 -0.37489 -0.78400  -0.2229
C -5.89750 0.06930 -0.03950  -0.1653
F -5.97746 -0.25124 1.26851  0.0885
C -6.87088 0.91866 -0.53357  -0.1558
F -7.86366 1.33148 0.26519  0.1158
C -6.79204 1.39095 -1.82542  -0.1591
F -7.71775 2.22824 -2.30628  0.1136
C -5.73501 0.97151 -2.61103  -0.1494
F -5.65127 1.38089 -3.88312  0.1099
C -4.79086 0.09944 -2.10513  -0.1467
F -3.83192 -0.31323 -2.96388  0.0852
C -2.39929 -0.47381 2.85720  -0.1952
C -1.10159 0.28186 2.86032  -0.2664
N -0.72171 0.66952 1.51138  -0.0846
C -0.24779 1.95980 1.35802  -0.2139
C 0.62185 2.24012 0.29069  -0.2050
F 0.94927 1.21347 -0.51378  0.0654
C 1.13714 3.47849 -0.01459  -0.1832
F 1.97337 3.62031 -1.05057  0.1226
C 0.81107 4.56884 0.76817  -0.1947
F 1.31863 5.78159 0.51480  0.1102
C -0.04138 4.36223 1.82777  -0.1716
F -0.40297 5.40121 2.59068  0.1166
C -0.55962 3.10782 2.10685  -0.1547
F -1.46807 3.07746 3.10726  0.0780
H -1.66624 -2.84953 3.72920  0.0991
H -0.39013 -2.30874 2.61650  0.0524
H -1.46847 -3.62031 2.14101  0.0804
H -4.38802 -1.65092 2.54707  0.1066
H -3.73743 -3.27274 2.37719  0.1200
H -5.27756 -2.46594 0.49496  0.1239
H -3.77263 -3.21632 0.05187  0.0652
H -2.69008 -0.71935 3.89149  0.1335
H -3.18366 0.15095 2.42706  0.1144
H -0.29815 -0.32172 3.29120  0.0331
H -1.21130 1.11601 3.54709  0.1139
C 3.89361 -1.75463 0.63241  -0.0621
C 2.39368 -1.66720 0.38752  -0.3803
C 1.69169 -2.93663 0.86933  -0.0579
C 2.06578 -1.36240 -1.04861  -0.2624
C 2.90618 -1.13143 -2.14602  0.0521
C 2.05967 -0.78870 -3.19035  -0.1920
C 2.40611 -0.34711 -4.58263  -0.3631
C 3.69920 -0.99611 -5.06917  -0.0666
C 2.49442 1.18290 -4.62702  -0.0401
N 0.79615 -0.82563 -2.71933  0.0553
N 0.80496 -1.18715 -1.40482  0.0033
B -0.53837 -0.63055 -3.49431  -0.4848
N -1.39764 -1.90529 -3.23628  0.0520
N -1.51341 -2.42419 -1.97505  -0.0018
C -1.84780 -3.69997 -2.10733  -0.2592
C -1.99764 -4.01899 -3.46242  0.0535
C -1.69769 -2.85763 -4.14691  -0.1929
C -1.67099 -2.64204 -5.63257  -0.3668
C -0.47593 -3.37011 -6.25524  -0.0443
C -2.99308 -3.08678 -6.25838  -0.0558
C -1.88816 -4.63789 -0.93771  -0.3785
C -0.59430 -5.46245 -0.90647  -0.0517
C -3.11208 -5.55249 -0.97562  -0.0634
N -1.22805 0.72406 -3.12724  0.0562
N -1.59397 1.09459 -1.85145  -0.0016
C -2.12846 2.32580 -1.94020  -0.2169
C -2.12730 2.73515 -3.26777  0.0481
C -1.55162 1.70449 -3.99016  -0.1930
C -1.37630 1.64404 -5.48303  -0.3580
C -2.65347 1.08093 -6.11764  -0.0367
C -1.04627 3.02097 -6.05609  -0.0613
C -2.53210 3.16695 -0.75680  -0.3368
C -3.09656 4.51040 -1.21053  -0.0587
C -3.51063 2.48593 0.19343  -0.0331
H 4.09873 -1.89621 1.69651  0.0355
H 4.32633 -2.60075 0.09028  0.0920
H 4.40625 -0.84667 0.30863  0.0857
H 1.99570 -0.83271 0.97663  0.0550
H 2.13159 -3.82276 0.40408  0.0884
H 1.78546 -3.03776 1.95402  0.0748
H 0.62734 -2.93286 0.62028  0.0429
H 3.98140 -1.20137 -2.17803  0.1101
H 1.60076 -0.65133 -5.25216  0.1108
H 4.55837 -0.63302 -4.49870  0.0791
H 3.66319 -2.08248 -4.97267  0.0833
H 3.87175 -0.74919 -6.11857  0.0798
H 3.29158 1.53370 -3.96675  0.0889
H 2.70776 1.53059 -5.64154  0.0834
H 1.56022 1.64380 -4.29244  0.0719
H -0.30292 -0.59380 -4.65670  0.1023
H -2.26970 -4.97274 -3.88794  0.1190
H -1.55014 -1.57862 -5.82394  0.0950
H -0.56770 -4.44996 -6.11176  0.0835
H -0.42161 -3.17240 -7.32849  0.0818
H 0.46436 -3.05061 -5.79756  0.0761
H -3.14137 -4.16252 -6.13277  0.0780
H -3.84020 -2.57353 -5.79903  0.0837
H -2.99667 -2.86930 -7.32908  0.0815
H -1.91927 -4.03440 -0.02671  0.0931
H -0.58089 -6.17462 -1.73561  0.0839
H 0.28418 -4.82171 -0.99865  0.0660
H -0.51531 -6.02695 0.02700  0.0831
H -3.02462 -6.25869 -1.80525  0.0798
H -3.19031 -6.13353 -0.05390  0.0839
H -4.03803 -4.99311 -1.11127  0.0765
H -2.48356 3.67304 -3.65899  0.1141
H -0.54802 0.97703 -5.71475  0.1084
H -3.49976 1.73794 -5.90310  0.0869
H -2.54449 0.99956 -7.20158  0.0859
H -2.89962 0.09656 -5.71605  0.0663
H -1.89040 3.70686 -5.94951  0.0791
H -0.18223 3.46643 -5.55968  0.0821
H -0.82348 2.93507 -7.12080  0.0818
H -1.61711 3.37562 -0.20120  0.1020
H -3.99132 4.37354 -1.82569  0.0874
H -3.37915 5.09977 -0.33586  0.0857
H -2.36720 5.08871 -1.78164  0.0829
H -4.50055 2.42042 -0.26207  0.0778
H -3.20283 1.47893 0.47720  0.0396
H -3.59360 3.06647 1.11493  0.0947
C 5.77233 2.16081 4.07672  -0.0577
C 5.72016 0.65021 4.10027  -0.2856
C 6.92850 -0.01983 4.32407  -0.0574
C 7.01743 -1.40063 4.32988  -0.0835
C 5.87527 -2.15899 4.10866  -0.0887
C 4.67169 -1.51218 3.88495  -0.1920
C 4.56398 -0.11273 3.88497  -0.3087
Sb 2.49210 0.42959 3.55250  1.6204
C 1.91382 -0.03061 5.57300  -0.3143
C 1.08740 -1.15994 5.63503  -0.1599
C 0.67918 -1.70287 6.84535  -0.0924
C 1.09806 -1.10819 8.02604  -0.0842
C 1.92558 0.00191 7.97871  -0.0534
C 2.35201 0.55462 6.76983  -0.2874
C 3.28625 1.73556 6.82598  -0.0532
C 2.40653 2.56415 3.48974  -0.3504
C 1.71598 3.27794 4.46775  -0.1278
C 1.60395 4.66107 4.39779  -0.0740
C 2.17394 5.33603 3.32898  -0.0804
C 2.82211 4.62534 2.32594  -0.0688
C 2.93668 3.23888 2.38029  -0.3144
C 3.58980 2.48799 1.24587  -0.0485
H 6.32740 2.53597 4.93897  0.0866
H 4.78969 2.62196 4.07890  0.0401
H 6.29230 2.51199 3.18096  0.0896
H 7.82157 0.57225 4.49802  0.1120
H 7.97175 -1.88280 4.50471  0.1018
H 5.92200 -3.24102 4.10666  0.1034
H 3.78303 -2.11827 3.72123  0.0777
H 0.75327 -1.63039 4.71617  0.0555
H 0.04030 -2.57746 6.86440  0.0994
H 0.79002 -1.51331 8.98228  0.1024
H 2.26821 0.45242 8.90501  0.1135
H 2.76635 2.63347 7.16767  0.0868
H 3.72081 1.95580 5.85778  0.0331
H 4.10071 1.54266 7.52644  0.0895
H 1.26596 2.75184 5.30344  0.0958
H 1.06802 5.20320 5.16743  0.1126
H 2.09691 6.41449 3.26206  0.1176
H 3.23852 5.15605 1.47568  0.1251
H 4.12695 3.16516 0.58218  0.0952
H 2.83578 1.96556 0.64518  0.0609
H 4.30285 1.73792 1.60349  0.0625

Record 2
Molecular formula: Ba2CuHO
Method: DFT, ωB97M-V with the def2-TZVPD basis set

Output
Spin multiplicity: 2
Electronic energy: -48060.741 eV
Highest occupied orbital energy (alpha / beta): -16.901 / -22.228 eV
HOMO-LUMO gap (alpha / beta): 4.6 / 9.7 eV
Charge: +3

Last column: Löwdin charge in e.
Geometry (Å):
Cu -18.65547 10.10922 20.18553  0.6799
Ba -20.72514 9.80748 16.27335  1.6151
Ba -18.56568 12.60626 17.53098  1.6015
O -18.61997 10.00630 17.93658  -0.8847
H -18.14626 9.16199 17.80519  -0.0118

Record 3
Molecular formula: C5H12ClNSi
Method: DFT, ωB97M-V with the def2-TZVPD basis set

Output
Spin multiplicity: 3
Electronic energy: -27264.585 eV
Highest occupied orbital energy (alpha / beta): -5.509 / -8.705 eV
HOMO-LUMO gap (alpha / beta): 6.1 / 4.7 eV
Energy relative to the best compared isomer or geometry (same formula, charge and spin): 138.3 kJ/mol

Last column: Löwdin charge in e.
Geometry (Å):
C -0.35675 -2.68547 -2.08303  -0.1250
C -0.66535 -1.45518 -1.59760  -0.3161
C -0.16447 1.35563 1.74512  -0.1457
C -1.82742 1.53072 -0.05347  -0.1227
C 2.15487 -0.13950 -0.04349  -0.1946
N -0.56880 0.83441 0.39850  -0.3294
Si 0.37789 -0.32299 -0.52681  0.7311
Cl 2.26555 -0.87668 2.97537  0.1859
H -0.91278 -3.17379 -2.92114  0.0536
H 0.47343 -3.34553 -1.91937  0.0258
H -1.48286 -1.11938 -2.17764  0.0178
H -1.00388 1.51397 2.50867  0.1064
H 0.57782 0.73082 2.18453  -0.0522
H 0.34164 2.32257 1.59109  0.0832
H -2.45526 1.60920 0.76141  0.0309
H -1.74929 2.64390 -0.31403  0.0975
H -2.25246 1.05383 -0.93852  0.0635
H 2.49577 0.77412 -0.28740  -0.0112
H 1.98550 -0.33042 1.12464  -0.1256
H 2.76685 -0.92023 -0.42682  0.0271

Record 4
Molecular formula: C26H27Cl7NOS2Tb
Method: DFT, ωB97M-V with the def2-TZVPD basis set

Output
Spin multiplicity: 7
Electronic energy: -162696.455 eV
Highest occupied orbital energy (alpha / beta): -7.076 / -7.114 eV
HOMO-LUMO gap (alpha / beta): 6.5 / 7.0 eV
Energy relative to the best compared isomer or geometry (same formula, charge and spin): 302.7 kJ/mol

Last column: Löwdin charge in e.
Geometry (Å):
Tb -0.31822 -0.00235 -0.31661  1.2082
Cl -1.25226 2.83190 0.61011  0.7197
C -2.25250 2.63720 -0.85283  -0.6868
C -2.21586 3.73519 -1.67481  -0.1467
C -3.13259 3.86361 -2.73523  -0.0899
C -3.83649 2.77711 -3.16680  -0.1385
C -3.65834 1.61017 -2.45669  -0.6605
Cl -4.38829 0.23315 -3.12100  0.7275
C -2.94335 1.47350 -1.15912  -0.7959
S -3.09356 0.10447 -0.16259  0.5399
H -1.53107 4.55494 -1.45388  0.1023
H -3.23361 4.86073 -3.21162  0.1163
H -4.45163 2.71418 -4.05793  0.1043
Cl -3.28530 -2.72425 -2.28834  0.6657
C -1.94215 -1.99025 -3.03303  -0.7458
C -1.22589 -0.93662 -2.43846  -0.3216
C -0.16346 -0.41974 -3.18615  -0.6189
Cl 0.51931 1.21798 -2.60081  0.6070
C 0.29936 -0.95343 -4.40098  -0.7076
Cl 1.52753 -0.03857 -5.19820  0.6801
C -0.35607 -2.08178 -4.93191  -0.7230
Cl -0.02490 -2.55778 -6.52969  0.6996
C -1.50965 -2.58591 -4.26529  -0.7292
Cl -2.39478 -3.80053 -5.02561  0.7103
C 2.26680 -3.43251 -1.84400  -0.1879
S 2.84613 -1.85841 -1.06383  0.9990
C 3.60310 -1.05728 -2.47620  -0.2403
O 1.49759 -1.10179 -0.71561  -0.7476
H 1.44570 -3.28546 -2.53010  0.0532
H 1.93027 -3.98507 -0.97989  0.0430
H 3.08847 -3.92671 -2.38369  0.0730
H 3.14595 -0.06432 -2.56400  0.0387
H 3.42850 -1.63171 -3.36061  0.0371
H 4.64797 -0.99527 -2.22110  0.0508
C 3.69182 2.39251 1.35232  -0.0310
C 2.35639 1.94861 1.96360  -0.2798
C 1.68870 2.85729 2.73980  -0.0336
C 0.58854 2.38264 3.44864  -0.3520
C -0.02462 3.15870 4.50568  -0.0743
C 0.08795 1.12595 3.29508  -0.0123
C 0.57912 0.37262 2.20535  -0.4056
C 1.81612 0.72818 1.63541  -0.0600
N -0.08535 -0.76054 1.78509  -0.1602
C -0.52151 -1.82901 2.66939  -0.6062
C -0.44335 -3.11274 1.84152  -0.0654
C 0.41623 -2.07276 3.91877  -0.0242
C -1.96604 -1.56982 3.23871  -0.0382
H 4.42977 1.63348 1.25012  0.0623
H 3.97092 3.27615 1.85215  0.0512
H 3.56158 2.64926 0.27949  0.0873
H 2.16746 3.87007 2.85539  0.1374
H 0.07434 4.27525 4.33132  0.0956
H 0.49175 2.89666 5.51214  0.1220
H -1.11440 3.01854 4.59586  0.0830
H -0.79736 0.78351 3.81452  0.1061
H 2.37300 0.00584 1.01733  0.0907
H 0.62609 -3.40587 1.59439  0.0909
H -1.00539 -3.07104 0.89293  0.0753
H -0.84882 -3.95552 2.44512  0.0870
H 1.42652 -1.99724 3.52533  0.0817
H 0.20970 -3.01842 4.30089  0.0511
H 0.22621 -1.24748 4.63703  0.0836
H -2.76800 -1.42670 2.49468  0.0612
H -1.96296 -0.69104 3.92245  0.0669
H -2.28111 -2.40145 3.87601  0.0744

Record 5
Molecular formula: C11H34AgF12N16O18S4
Method: DFT, ωB97M-V with the def2-TZVPD basis set

Output
Spin multiplicity: 2
Electronic energy: -152600.845 eV
Highest occupied orbital energy (alpha / beta): -8.777 / -8.777 eV
HOMO-LUMO gap (alpha / beta): 8.3 / 4.0 eV

Last column: Löwdin charge in e.
Geometry (Å):
Ag 13.31757 26.92694 -25.30056  1.1074
C 17.02312 27.83937 -27.21428  -0.5909
F 18.29038 27.83201 -27.50653  0.1545
F 16.54039 29.10149 -27.08646  0.1285
F 16.38926 27.07184 -28.12222  0.1094
S 16.85381 26.79824 -25.49738  0.7167
O 16.67922 25.38367 -25.84947  -0.3208
O 18.08717 26.95385 -24.74877  -0.3022
N 15.43357 27.60456 -24.87038  -0.3704
S 15.96287 28.93193 -24.15051  0.5936
O 17.19969 29.54275 -24.56905  -0.2707
O 14.86758 29.90785 -24.16092  -0.3128
C 16.17734 28.34892 -22.30540  -0.7264
F 16.88796 29.23926 -21.62906  0.1475
F 15.06009 28.14953 -21.79197  0.2133
F 16.93066 27.24743 -22.26640  0.1000
C 13.41201 26.69502 -29.83672  -0.5943
F 14.01440 25.49518 -29.40751  0.0743
F 14.35364 27.57843 -29.80705  0.1757
F 12.88852 26.44282 -31.02575  0.1682
S 11.93492 27.11553 -28.63503  0.7595
O 10.97363 27.87100 -29.43257  -0.2616
O 11.59640 25.77229 -28.15433  -0.3339
N 12.69291 27.87363 -27.21231  -0.3472
S 12.26032 29.33481 -27.39529  0.5882
O 12.97991 29.98327 -26.30932  -0.3161
O 12.56586 29.99892 -28.72096  -0.2866
C 10.32508 29.36888 -27.02388  -0.5970
F 9.84818 28.13250 -26.78670  0.1205
F 10.21770 30.23023 -25.97574  0.1122
F 9.70787 29.93842 -28.04361  0.1534
O 13.55833 25.46727 -23.29475  -0.0522
H 14.25887 25.87327 -22.78420  0.0288
H 13.74446 24.52922 -23.25411  0.0621
O 17.88949 31.88589 -20.44646  -0.0467
H 18.33416 31.28466 -19.84893  0.0247
H 16.96521 31.64447 -20.38597  0.0201
O 14.37322 32.37825 -25.25327  -0.0668
H 14.39786 31.46294 -25.53227  -0.0311
H 13.84491 32.37171 -24.45510  0.0213
C 18.17784 22.93270 -24.46388  -0.6645
O 17.44590 22.56020 -25.43431  -0.0423
N 17.71729 23.76046 -23.50358  0.1690
N 19.32286 22.41151 -24.16275  0.1895
H 16.75590 23.98230 -23.71946  0.0893
H 18.14047 23.88466 -22.59495  0.0704
H 19.70343 21.64676 -24.70165  0.1269
H 19.85592 22.83148 -23.41470  0.0929
C 19.52995 29.31996 -30.76695  -0.7975
O 20.63838 29.70148 -30.41649  0.0394
N 18.72400 29.96035 -31.55640  0.1565
N 18.87995 28.35081 -30.22470  0.1584
H 19.09709 30.71491 -32.11457  0.1244
H 17.79007 29.59443 -31.67459  0.1052
H 17.96756 28.19577 -30.62920  0.1072
H 19.42370 27.76812 -29.60429  0.1203
C 17.02558 23.27732 -29.31123  -0.8599
O 16.08663 22.51515 -29.16532  0.0304
N 17.41649 24.13390 -28.45645  0.1957
N 17.62307 23.46858 -30.36248  0.1775
H 18.24464 24.70161 -28.56586  0.1242
H 17.01265 24.01809 -27.53798  0.0726
H 17.56619 22.79198 -31.11019  0.1331
H 18.38291 24.10195 -30.56644  0.1274
C 21.29384 30.34257 -26.53323  -0.7805
O 21.83822 29.33651 -27.02950  0.0018
N 20.07568 30.70986 -26.71629  0.1724
N 21.91163 31.27719 -25.89264  0.1591
H 19.68740 31.55449 -26.32139  0.1201
H 19.50106 29.92209 -26.97959  0.1023
H 22.89846 31.31123 -25.68026  0.1247
H 21.28133 32.06469 -25.94435  0.1030
C 19.71394 25.16547 -20.92833  -0.7597
O 19.79801 24.20847 -21.60831  0.0553
N 19.21374 26.35177 -21.26567  0.1773
N 19.85001 25.08788 -19.62356  0.1613
H 19.04673 26.50083 -22.25055  0.1014
H 18.96910 26.98065 -20.51416  0.1073
H 20.09906 24.22883 -19.15440  0.1232
H 19.73683 25.94879 -19.10770  0.1044
C 13.90813 23.76604 -26.52279  -0.7515
O 13.92045 24.87966 -26.05694  -0.0214
N 13.02309 23.44691 -27.43284  0.2082
N 14.83802 22.94206 -26.28427  0.2376
H 13.19594 22.57518 -27.91274  0.1258
H 12.66105 24.27375 -27.88602  0.0549
H 15.63831 23.09761 -25.68809  0.0657
H 14.82308 22.17056 -26.93592  0.1219
C 11.52401 28.64210 -22.86649  -0.8098
O 12.13472 28.25940 -23.78994  0.0188
N 12.05607 29.20082 -21.83601  0.2010
N 10.24252 28.58501 -22.73674  0.1944
H 13.01546 29.22819 -21.52151  0.1117
H 11.41592 29.46708 -21.10156  0.1156
H 9.82433 28.15812 -23.55098  0.1290
H 9.78203 28.71786 -21.84769  0.1259

Record 6
Molecular formula: C3H4N2O
Method: DFT, ωB97M-V with the def2-TZVPD basis set

Output
Electronic energy: -8197.259 eV
Highest occupied orbital energy: -8.363 eV
HOMO-LUMO gap: 9.3 eV
Energy relative to the best compared isomer or geometry (same formula, charge and spin): 639.3 kJ/mol

Last column: Löwdin charge in e.
Geometry (Å):
O -2.28033 -0.37405 0.58667  0.0051
C -1.12637 0.13246 0.14159  -0.2087
C 1.05252 0.96813 0.07233  -0.0448
C 1.81865 -0.05290 0.04924  -0.0987
N 0.82075 -0.17019 -0.99572  -0.0367
N -0.42546 -0.74409 -0.53581  -0.0337
H -2.72812 0.38334 0.97782  0.0860
H 0.86694 1.99323 0.37208  0.0942
H 2.75918 -0.51283 0.25681  0.0884
H -0.75777 -1.62309 -0.92500  0.1488